#w
Entry from the OMol25 dataset: C3H8FNO in the gas phase (ωB97M-V/def2-TZVPD).

Structure (XYZ):
```
14
Properties=species:S:1:pos:R:3
F 0.139 -0.654 -1.883
C 0.628 0.151 -0.758
N 2.050 -0.192 -0.750
H 1.178 1.895 -1.404
H 2.105 -1.178 -1.029
H 0.217 0.178 1.270
O 0.513 1.525 -0.925
H 2.315 -0.080 0.278
H -1.879 1.052 0.170
H -0.155 -1.498 0.403
H -2.056 -0.388 -0.638
C -0.137 -0.330 0.382
C -1.630 0.035 0.244
H -2.151 -0.334 1.032
```

Values from the calculation:
gap between HOMO and LUMO = 11.206 eV
SMILES = CC[C@](N)(O)F
LUMO energy = 0.881 eV

---

#x
Entry from the OMol25 dataset: 2 unconnected molecules or ions with the total composition C3H8FNO (ωB97M-V/def2-TZVPD).

Structure (XYZ):
```
14
Properties=species:S:1:pos:R:3
F -1.715 1.656 -0.392
N 0.513 1.773 0.042
C -0.538 1.120 0.039
H 1.659 0.180 -0.452
O 2.192 -0.586 -0.751
H 0.012 -0.202 1.572
H -1.620 -0.094 1.326
C -0.690 -0.138 0.757
H 2.966 -0.483 -0.290
C -0.796 -1.290 -0.197
H -1.644 -1.111 -0.724
H -0.879 -2.256 0.203
H 0.491 2.716 -0.375
H 0.049 -1.285 -0.760
```

Values from the calculation:
gap between HOMO and LUMO = 12.060 eV
SMILES = [H]/N=C(\F)CC.O
LUMO energy = 0.885 eV

---

Order from most stable to least stable according to the calculation: #w, #x

---

#w
Entry from the OMol25 dataset: C5H13NOS in the gas phase (ωB97M-V/def2-TZVPD).

Structure (XYZ):
```
21
Properties=species:S:1:pos:R:3
H -2.374 3.045 -2.788
H 0.130 -2.183 1.271
H 1.760 0.324 1.377
H -3.356 1.970 -0.528
S 2.408 -2.911 1.227
H 0.111 2.102 -0.338
C -0.116 1.102 -0.707
O -2.631 3.325 -1.901
H -1.319 1.221 -2.472
C -2.392 2.299 -0.908
H -0.582 0.410 1.167
H 2.466 -2.925 -0.112
H 1.812 -0.508 -0.157
H 1.133 -1.520 2.563
H -1.869 2.890 -0.159
C -1.505 1.163 -1.394
H -1.976 0.193 -1.214
H 0.614 0.788 -1.451
C 1.094 -1.719 1.489
C 1.210 -0.383 0.738
N -0.108 0.080 0.335
```

Values from the calculation:
gap between HOMO and LUMO = 9.979 eV
SMILES = OCCCNCCS
LUMO energy = 0.940 eV

---

#x
Entry from the OMol25 dataset: C5H13NOS in the gas phase (ωB97M-V/def2-TZVPD).

Structure (XYZ):
```
21
Properties=species:S:1:pos:R:3
H 1.086 -0.598 -1.700
H 0.030 2.048 -0.583
C 1.628 -1.999 -0.111
H 0.579 -2.564 -0.234
H -3.164 0.117 0.204
H 1.658 -1.254 1.681
C -0.021 -0.031 0.159
C -3.302 1.169 0.507
H 0.292 0.078 1.206
H -1.006 0.915 -1.541
N 2.297 0.525 -0.640
H -3.960 1.236 1.425
C -0.624 1.181 -0.463
C 1.272 -0.492 -0.548
H -3.940 1.755 -0.095
S -1.802 1.877 0.771
H 2.122 1.189 0.196
H -0.733 -0.929 0.093
H 2.440 -2.430 -0.672
O 1.967 -1.999 1.260
H 3.179 0.206 -0.912
```

Values from the calculation:
gap between HOMO and LUMO = 9.272 eV
SMILES = CSCC[C@@H](N)CO
LUMO energy = 0.855 eV

---

Order from most stable to least stable according to the calculation: #w, #x

---

#w
Entry from the OMol25 dataset: 2 unconnected molecules or ions with the total composition C5H13NOS (ωB97M-V/def2-TZVPD).

Structure (XYZ):
```
21
Properties=species:S:1:pos:R:3
H 1.797 2.346 3.055
H 0.557 1.118 2.845
C -1.686 -1.642 -1.017
C -0.961 -1.127 0.215
H -1.468 -0.234 0.588
H -2.705 -1.904 -0.745
H -0.664 -1.770 2.147
C 1.526 1.690 0.321
H 0.423 1.792 0.402
H -1.174 -2.525 -1.400
C 1.633 1.297 2.799
H -2.396 -1.011 -3.194
H 3.276 1.127 1.377
C 2.206 0.939 1.432
H -0.380 -2.915 1.037
H 2.105 0.710 3.586
H 2.044 -0.129 1.253
S -1.688 -0.333 -2.281
O 2.093 2.171 -0.624
H 0.056 -0.830 -0.068
N -0.997 -2.143 1.265
```

Values from the calculation:
gap between HOMO and LUMO = 9.803 eV
SMILES = CCC=O.NCCS
LUMO energy = 0.707 eV

---

#x
Entry from the OMol25 dataset: C5H13NOS in the gas phase (ωB97M-V/def2-TZVPD).

Structure (XYZ):
```
21
Properties=species:S:1:pos:R:3
H 0.002 0.226 -2.583
S -2.557 -0.901 -2.323
H 0.295 2.073 -1.024
N 0.542 1.023 0.743
C 0.070 -0.036 -1.526
H 0.760 -0.888 -1.531
C 0.668 1.094 -0.716
C 1.024 -0.174 1.363
H -0.420 1.233 0.996
H -1.694 0.039 -0.243
C 1.423 0.074 2.827
C -1.310 -0.576 -1.034
H 2.990 1.310 2.922
O 2.832 0.374 2.919
H 0.837 0.899 3.234
H 0.433 -1.103 1.338
H 1.376 -0.817 3.450
H -3.078 0.350 -2.543
H -1.112 -1.628 -0.827
H 1.972 -0.378 0.843
H 1.745 1.153 -0.913
```

Values from the calculation:
gap between HOMO and LUMO = 9.726 eV
SMILES = OCCNCCCS
LUMO energy = 0.824 eV

---

Order from most stable to least stable according to the calculation: #w, #x